Version one
Here is a cluster of 10 separate species, C3H25NO11 in total from the Open Molecules 2025 dataset. Energies are from ωB97M-V/def2-TZVPD.

## Properties
**Frontier orbital gap**: 9.23 eV
**Structure (SMILES)**: O=CCNCO.O.O.O.O.O.O.O.O.O

XYZ file:
```
40
Properties=species:S:1:pos:R:3:nbo_charge:R:1
O 2.6616 -1.8507 0.1755 -0.95
O -3.1438 -0.6131 -2.1276 -0.94
O 0.5110 2.6417 -1.1116 -0.97
O 1.1313 -2.2566 3.1048 -0.98
O -1.0884 1.0002 -2.4270 -0.97
O -0.1510 -1.9078 -0.0578 -0.63
O 3.1563 0.6035 -1.4114 -1.00
O 1.7235 0.6308 -3.6181 -0.96
O 1.7497 2.4579 1.2798 -1.02
O -3.5917 1.7038 -0.2648 -0.91
O 0.5693 -0.1276 1.7439 -0.81
N -1.6083 -0.0071 1.4585 -0.64
C -0.4607 -2.2396 1.0910 0.45
C -1.6671 -1.4595 1.5616 -0.33
C -0.5698 0.5094 2.3146 0.07
H 1.0962 2.7797 0.5874 0.51
H -4.2891 1.3498 -0.8496 0.47
H 1.1762 -1.2610 2.8286 0.49
H -0.3378 2.5648 -1.3292 0.49
H -0.6295 1.6848 2.1337 0.21
H -1.5776 1.0900 -3.1980 0.48
H -2.4284 -1.0300 -1.7072 0.46
H 2.9973 -2.6862 0.0119 0.47
H 1.3625 0.5078 1.7143 0.54
H 2.6938 2.6291 1.0284 0.49
H -3.2775 0.9422 -0.0012 0.45
H 1.7865 -1.8875 -0.0236 0.49
H -0.1364 -3.0558 1.7633 0.19
H -2.5688 -1.7806 0.8515 0.21
H 1.0081 1.7861 -0.9598 0.51
H -0.5323 0.0553 3.4341 0.19
H 2.0611 -2.3991 2.8774 0.47
H -1.6462 0.3804 -1.7586 0.49
H -1.8507 -1.7196 2.5703 0.20
H -1.4791 0.2815 0.4930 0.36
H 3.2074 -0.3196 -1.0711 0.49
H 3.0619 0.3147 -2.4469 0.48
H -3.5142 -1.4397 -2.5551 0.49
H 0.8081 0.7707 -3.4111 0.50
H 2.2309 1.3732 -3.2814 0.48
```


Version two
Here is a cluster of 10 separate species, C3H25NO11 in total from the Open Molecules 2025 dataset. Energies are from ωB97M-V/def2-TZVPD.

## Properties
**Frontier orbital gap**: 10.21 eV
**Structure (SMILES)**: CCNC(=O)O.O.O.O.O.O.O.O.O.O

XYZ file:
```
40
Properties=species:S:1:pos:R:3:nbo_charge:R:1
O 0.8659 -1.7265 2.1570 -0.66
O 3.3516 -0.8806 3.2269 -0.97
O 2.1538 -1.6699 0.3651 -0.70
O 1.9667 3.5564 -0.4959 -0.94
O -1.5037 -4.1954 0.7899 -0.94
O -3.2881 -1.5364 -2.2727 -0.95
O 2.3888 -0.6309 -2.2717 -0.96
O -0.8496 0.1425 -2.3175 -0.97
O -3.7566 0.9845 -1.1057 -0.97
O -0.1437 2.7053 -3.2850 -0.97
O 2.4005 1.6853 3.7203 -0.98
N -0.0790 -1.1936 0.1419 -0.68
C 0.9576 -1.4982 0.9737 0.89
C -0.7661 0.8286 1.5396 -0.64
C -1.1663 -0.4897 0.8466 -0.24
H -0.8108 -3.9635 1.4248 0.47
H 0.2073 1.2110 1.2424 0.20
H 2.3252 0.2342 -2.6954 0.49
H 1.2871 4.1185 -0.0986 0.47
H -4.0342 1.8055 -1.5310 0.48
H -1.5246 -3.3812 0.2685 0.46
H 0.1328 1.8429 -2.9350 0.48
H 0.0505 -0.8282 -0.7959 0.43
H -3.6466 -2.0092 -1.5107 0.48
H 1.8029 2.7163 -0.0478 0.47
H -1.6451 0.6738 -2.1321 0.50
H 3.0765 -0.9504 4.1476 0.47
H -4.1922 0.2812 -1.6084 0.49
H 2.8272 0.9132 3.2986 0.50
H -1.5688 1.5639 1.4764 0.22
H -2.0010 -0.2908 0.1897 0.20
H 2.8143 2.4763 3.3653 0.46
H 2.7263 -1.4615 2.7495 0.50
H -1.5415 -1.1892 1.5845 0.21
H -2.5311 -1.0597 -1.9040 0.47
H -0.7249 0.6102 2.6113 0.24
H 3.2102 -0.9702 -2.6508 0.49
H 0.2609 3.3971 -2.7516 0.48
H 2.1007 -1.4952 -0.5889 0.51
H -1.1331 -0.3262 -3.1207 0.49
```


On energetic grounds, version two is preferred over the next structure by 0.1857 hartree.


Version one
Here is a cluster of 3 separate species, C2H12N2O2 in total from the Open Molecules 2025 dataset. Energies are from ωB97M-V/def2-TZVPD.

## Properties
**Frontier orbital gap**: 10.16 eV
**Structure (SMILES)**: CNCN.O.O

XYZ file:
```
18
Properties=species:S:1:pos:R:3:nbo_charge:R:1
O -2.4804 -2.1157 0.6017 -0.95
O 3.2154 0.9379 1.4779 -0.95
N -0.8232 0.2857 -1.1346 -0.66
N 0.1465 -0.0946 1.0855 -0.86
C -0.3747 1.4251 -1.9637 -0.42
C 0.2514 -0.3690 -0.3349 -0.06
H 3.0929 1.3384 2.3452 0.46
H -0.2886 0.8117 1.2464 0.37
H -1.2872 1.9613 -2.2460 0.20
H 0.0666 1.1090 -2.9051 0.18
H 0.2713 2.0757 -1.3942 0.20
H -2.5260 -1.1941 0.3227 0.48
H 0.1720 -1.4280 -0.5716 0.18
H 1.2252 -0.0413 -0.6815 0.17
H -1.1695 -0.4175 -1.7740 0.35
H 2.4572 0.3400 1.4194 0.48
H -0.4997 -0.7651 1.4919 0.37
H -2.1301 -2.6372 -0.1351 0.47
```


Version two
Here is a cluster of 3 separate species, C2H12N2O2 in total from the Open Molecules 2025 dataset. Energies are from ωB97M-V/def2-TZVPD.

## Properties
**Frontier orbital gap**: 10.42 eV
**Structure (SMILES)**: NCCN.O.O

XYZ file:
```
18
Properties=species:S:1:pos:R:3:nbo_charge:R:1
O 2.1354 1.2062 -2.1227 -0.93
O 1.0335 -3.8323 0.5723 -0.97
N -1.9786 1.7722 -0.2954 -0.83
N 0.3104 -0.9288 0.8654 -0.86
C -0.8509 -0.0272 0.8895 -0.22
C -0.7315 1.0384 -0.1796 -0.22
H 1.6959 0.9832 -1.2973 0.46
H 1.1902 -0.4678 0.6693 0.36
H -1.8570 2.6271 -0.8133 0.36
H 1.9634 2.1455 -2.2469 0.47
H -1.0281 0.3769 1.8840 0.17
H 0.1788 1.6415 -0.0405 0.14
H -1.7133 -0.6197 0.5886 0.20
H -2.3260 1.9587 0.6335 0.35
H 0.7955 -2.8880 0.5211 0.49
H 0.3966 -1.3768 1.7721 0.37
H -0.5403 0.4783 -1.0878 0.19
H 1.3259 -4.0872 -0.3125 0.47
```


On energetic grounds, version two is preferred over the next structure by 0.0027 hartree.


Version one
Here is the ion C7H10N with charge +1 from the Open Molecules 2025 dataset. Energies are from ωB97M-V/def2-TZVPD.

## Properties
**Net charge**: +1
**Frontier orbital gap**: 9.50 eV

XYZ file:
```
18
Properties=species:S:1:pos:R:3:nbo_charge:R:1
N -0.0843 0.7879 0.4448 -0.20
C -1.1709 1.6298 0.6856 -0.13
C 1.1777 0.8564 -0.1071 -0.22
C -0.4784 0.5652 3.0737 0.37
C 0.3079 -0.3671 -0.4228 0.19
C -0.5628 0.8845 1.8464 -0.31
C -0.4304 -0.6766 -1.6595 -0.66
C 0.5721 -1.6197 0.3210 -0.63
H -1.0158 2.7190 0.6841 0.28
H 1.2833 1.4632 -0.9475 0.24
H 2.1856 0.6403 0.3783 0.28
H -2.2028 1.1758 0.4844 0.28
H 1.6438 -2.0449 0.0827 0.26
H 0.3442 -1.0809 -2.4575 0.28
H -0.7200 0.3205 -2.1618 0.23
H -0.2257 -2.3600 -0.0055 0.24
H 0.5719 -1.4580 1.3342 0.23
H -1.1954 -1.4354 -1.5736 0.26
```


Version two
Here is a cluster of 2 separate species, C7H10N in total from the Open Molecules 2025 dataset. Energies are from ωB97M-V/def2-TZVPD.

## Properties
**Net charge**: +1
**Frontier orbital gap**: 8.71 eV

XYZ file:
```
18
Properties=species:S:1:pos:R:3:nbo_charge:R:1
N -0.9270 -0.9626 1.1325 -0.39
C 0.0176 0.2516 -1.7729 -0.10
C 2.5994 1.0677 -1.5987 -0.04
C 0.3038 0.7606 -2.9312 -0.21
C 0.5616 0.5591 2.1897 -0.69
C -0.5961 0.2574 1.3438 0.31
C -1.8018 -1.4904 0.1047 -0.50
C 1.4638 0.8803 -1.9253 -0.15
H 3.6379 1.0956 -1.5475 0.25
H -2.1632 -2.4884 0.2440 0.26
H 0.1912 1.1100 -3.9118 0.29
H 1.4476 0.3890 1.6045 0.28
H -0.9681 0.7683 0.5372 0.23
H -0.7228 -1.7575 1.7110 0.43
H -2.9284 -1.0082 0.1690 0.24
H 0.5397 1.5824 2.4386 0.26
H -1.3261 -1.0753 -0.8509 0.28
H 0.6709 0.0605 3.0632 0.25
```


On energetic grounds, version two is preferred over the next structure by 0.0245 hartree.